Computed, not measured: the ion C4H8N with charge +1 at a distorted geometry, with the ωB97M-V functional and the def2-TZVPD basis.

Properties
gap between HOMO and LUMO	9.57	eV
relative energy (zero: lowest compared OMol25 entry of this formula, charge and spin)	2.909	eV
lowest unoccupied orbital energy	-3.9262	eV
highest occupied orbital energy	-13.49	eV
SMILES	CC#CC[NH3+]

ORCA input file:
```
! RIJCOSX wB97M-V def2-TZVPD def2/J DEFGRID3
* xyz 1 1
C -1.327 -0.372 -0.217
C -0.035 -0.105 -0.617
C -2.667 -0.008 -0.003
C 1.424 -0.114 -0.687
N 2.044 0.128 0.700
H -3.194 -0.466 0.940
H -2.918 1.158 -0.067
H -3.309 -0.578 -0.715
H 1.752 0.614 -1.280
H 1.644 -1.044 -1.103
H 1.909 1.111 0.686
H 3.090 0.049 0.872
H 1.586 -0.373 1.491
*
```